Record 1
Molecular formula: C7H24MgN4O5
Method: DFT, ωB97M-V/def2-TZVPD

Results
Frontier orbital gap (hartree): 0.192
Lowest unoccupied orbital energy (eV): -0.65
Highest occupied orbital energy (eV): -5.875

Structure (XYZ):
```
41
Properties=species:S:1:pos:R:3:forces:R:3:mulliken_charge:R:1
O 0.045255 3.150633 1.580017 0.4546 2.7845 -1.2843 -0.764
H -0.146754 4.079968 1.810151 0.1788 -0.4633 -0.1486 0.172
Mg -0.125673 0.231780 0.342744 0.8111 1.0350 1.1385 1.429
N -0.934388 -0.401556 -1.530634 -0.0243 -0.9279 -2.7111 0.492
N 1.278108 -1.451016 -0.716313 0.4446 -1.0486 -1.9527 0.373
O -2.040328 0.280834 -2.083031 0.8454 -0.4006 0.6856 -0.599
O 2.579824 -1.975606 -0.513430 -0.5786 0.4122 0.4881 -0.581
C -0.383335 -1.265773 -2.376143 -1.9020 1.8041 1.7375 0.206
C 0.847335 -1.858379 -1.902347 1.5680 0.3933 2.6867 0.295
C -0.959054 -1.592345 -3.710048 -0.0768 0.1649 -0.3538 -1.474
C 1.659380 -2.812364 -2.689337 0.0748 -0.3625 -0.7852 -1.555
H -1.779602 -0.903959 -3.934583 0.2617 -0.2378 0.0294 0.397
H -1.347765 -2.619916 -3.721826 0.1121 0.1914 0.0393 0.325
H -0.197441 -1.514425 -4.496722 -0.1432 -0.0466 0.1846 0.368
H 2.233727 -3.463443 -2.022323 -0.2042 0.1560 -0.3049 0.463
H 2.370021 -2.276072 -3.336582 -0.1031 -0.1312 0.2048 0.294
H 1.018535 -3.414947 -3.339858 0.1020 0.0728 0.0688 0.409
H -1.998523 1.123531 -1.568628 0.0498 -0.3567 0.1085 0.455
H 2.949232 -1.515785 0.260709 -0.5263 0.1181 -0.2919 0.334
O -0.719998 -1.869081 1.219943 0.1603 -0.9126 -0.5375 -0.597
H -1.519691 -2.282167 0.848616 0.3229 0.2191 0.2131 0.307
H 0.013407 -2.451164 0.920096 -0.6397 0.5032 0.2341 0.310
C 1.543786 1.599170 -0.264299 -0.2391 -0.7091 -0.5809 -1.381
H 1.586364 2.632706 0.090062 -0.1638 -0.3584 -0.0076 0.346
H 1.434415 1.603819 -1.355284 0.3376 0.1092 -0.2503 0.219
H 2.495694 1.113352 -0.026683 0.3640 -0.0522 -0.1106 0.258
O -1.363271 2.249005 -0.302286 -0.8620 1.3639 -0.8267 -0.751
H -0.765895 2.733129 0.438594 0.2805 -0.1785 -0.0286 0.179
H -1.801821 2.996283 -0.757136 0.4390 -0.5023 0.3049 0.246
N -1.756775 0.767782 1.826978 -0.7834 -0.7022 -0.7555 -0.540
C -1.129701 1.443748 2.944147 0.1778 1.3867 0.3191 -0.601
C -0.031557 0.605061 3.505266 -0.0400 0.0518 -0.2008 -0.615
N 0.877272 0.225760 2.365622 0.3050 -0.3624 0.7048 -0.563
H -2.357494 1.391813 1.274677 0.3010 -0.4773 0.5766 0.256
H -2.284055 -0.049495 2.128446 -0.3363 -0.0216 -0.0667 0.183
H -0.525107 2.517440 2.317197 -0.7253 -1.5427 1.2698 0.145
H -1.818556 1.877105 3.679422 -0.0799 -0.5789 0.2147 0.424
H 0.514023 1.190795 4.256592 -0.0884 -0.2679 0.0299 0.380
H -0.408319 -0.314053 3.977137 0.2870 -0.2498 -0.0146 0.282
H 1.643999 0.896809 2.304644 -0.3718 -0.0373 -0.2102 0.274
H 1.304735 -0.678977 2.556434 0.0102 0.1622 0.1835 0.198
```
Positions in Å, forces in eV/Å.

=====

Record 2
Molecular formula: C4H12
Method: DFT, ωB97M-V/def2-TZVPD

Results
Frontier orbital gap (hartree): 0.463
Lowest unoccupied orbital energy (eV): 1.16
Highest occupied orbital energy (eV): -11.429
Relative energy (zero: lowest compared OMol25 entry of this formula, charge and spin) (kcal/mol): 13.9
SMILES: CC.CC

Structure (XYZ):
```
16
Properties=species:S:1:pos:R:3:forces:R:3:mulliken_charge:R:1
C 1.617480 -1.486608 1.003676 0.0144 1.3014 -0.2127 -0.628
C 2.104812 -0.316172 0.089674 -0.2021 0.0342 -1.0700 -0.822
H 1.926503 -2.472575 0.685646 0.4040 -0.1120 -0.2233 0.271
H 1.937420 -1.343058 2.077546 -0.6776 -0.1209 -1.1792 0.253
H 0.535943 -1.464498 0.824980 0.0097 -0.1815 0.9623 0.147
H 1.480709 -0.179559 -0.853790 0.4919 -0.3419 1.3557 0.167
H 3.108758 -0.392408 -0.310571 0.4179 -0.4819 0.1752 0.351
H 2.123400 0.650894 0.595959 -0.3824 -0.1141 0.1858 0.267
C -2.537774 0.891259 -0.174135 1.0026 0.3555 2.4808 -0.947
C -1.191118 0.882785 -0.911428 -0.2921 0.9414 -0.3780 -0.649
H -2.817710 -0.106652 0.191322 -0.3915 0.1135 -0.9180 0.278
H -2.452590 1.376401 0.836148 0.2335 0.0651 -0.8526 0.263
H -3.296245 1.471466 -0.654546 -0.7018 -0.2681 -0.5504 0.296
H -1.185681 1.575265 -1.776433 -0.3015 -0.5783 0.1636 0.389
H -1.009813 -0.128161 -1.251709 0.5055 -0.0401 -0.2007 0.236
H -0.359854 1.286803 -0.326546 -0.1305 -0.5725 0.2614 0.128
```
Positions in Å, forces in eV/Å.

=====

What is the formula in the second record? C4H12

=====

What is the formula in the first record? C7H24MgN4O5